DFT (the ωB97M-V functional and the def2-TZVPD basis) results for a molecular structure, C11H64CdF6N2O28S2 at a distorted geometry.

The total charge is +1. As for the LUMO energy (spin up / spin down): -3.2417 / -4.9132 eV. The highest occupied orbital energy (spin up / spin down) comes out at -12.20 / -12.20 eV. The calculation puts the frontier orbital gap (spin up / spin down) at 8.96 / 7.29 eV. Its expectation value of S² is 0.76. Its spin multiplicity is 2.

Each line ends with the Mulliken charge.
Cartesian coordinates (Å):
Cd 33.827 -8.254 -22.045  0.477
C 30.519 -6.024 -21.077  0.651
F 31.542 -5.199 -21.085  -0.199
F 29.551 -5.468 -20.357  -0.205
F 29.998 -6.152 -22.293  -0.199
S 31.007 -7.767 -20.292  0.903
O 30.422 -7.827 -18.965  -0.528
O 30.435 -8.827 -21.134  -0.637
N 32.819 -7.883 -20.384  0.019
S 33.390 -7.472 -19.004  0.471
O 34.864 -7.179 -19.040  -0.422
O 32.646 -6.372 -18.338  -0.565
C 33.053 -9.142 -18.025  0.640
F 33.934 -9.119 -17.027  -0.217
F 31.867 -9.229 -17.485  -0.146
F 33.367 -10.125 -18.857  -0.210
C 34.649 -3.630 -23.520  -2.670
C 35.905 -4.595 -23.683  2.782
C 37.089 -3.618 -23.966  -2.072
C 38.489 -4.070 -23.655  -0.039
C 38.559 -4.772 -22.339  -0.806
C 37.537 -5.904 -22.208  1.758
N 36.164 -5.396 -22.454  0.573
O 35.105 -6.313 -22.097  2.123
C 37.738 -6.432 -20.739  -1.017
C 37.914 -7.060 -23.204  -0.266
C 35.627 -5.434 -24.987  -1.204
H 34.509 -3.021 -24.412  0.535
H 34.650 -2.959 -22.661  0.539
H 33.770 -4.257 -23.367  0.322
H 36.950 -2.603 -23.594  0.455
H 37.052 -3.424 -25.037  0.222
H 39.168 -3.219 -23.595  0.126
H 38.890 -4.719 -24.433  0.390
H 38.516 -4.163 -21.436  -0.301
H 39.565 -5.190 -22.302  0.427
H 38.794 -6.608 -20.535  0.588
H 37.054 -7.255 -20.529  -0.470
H 37.355 -5.692 -20.037  -0.099
H 37.099 -7.783 -23.241  -1.506
H 38.897 -7.526 -23.142  0.609
H 37.846 -6.645 -24.209  0.293
H 36.534 -5.721 -25.519  0.324
H 34.928 -4.996 -25.700  0.023
H 35.176 -6.397 -24.745  -0.311
O 31.606 -5.494 -25.225  -0.566
H 31.630 -4.548 -25.082  0.332
H 31.965 -5.614 -26.104  0.365
O 41.180 -1.167 -23.668  -0.589
H 41.212 -0.236 -23.889  0.299
H 40.642 -1.207 -22.877  0.367
O 34.481 -0.609 -26.877  -0.636
H 33.864 -0.964 -26.236  0.347
H 34.842 -1.380 -27.314  0.287
O 34.446 -4.004 -20.330  -0.850
H 35.051 -4.682 -20.630  0.022
H 33.862 -3.856 -21.074  0.304
O 39.809 -1.092 -21.229  -0.722
H 40.095 -0.637 -20.437  0.306
H 39.917 -2.021 -21.024  0.374
O 38.675 -1.338 -26.173  -0.629
H 38.050 -2.062 -26.131  0.375
H 38.434 -0.769 -25.442  0.303
O 37.367 -10.330 -23.744  -0.685
H 37.783 -9.589 -24.185  0.280
H 37.969 -11.061 -23.883  0.297
O 36.365 -2.183 -20.086  -0.690
H 37.063 -2.385 -20.710  0.301
H 35.809 -2.962 -20.088  0.409
O 31.338 -2.811 -24.790  -0.721
H 31.110 -2.879 -23.863  0.280
H 31.913 -2.047 -24.840  0.389
O 39.508 -5.050 -18.079  -0.641
H 39.995 -5.792 -17.719  0.262
H 38.593 -5.240 -17.872  0.361
O 37.903 -10.168 -20.308  -0.556
H 38.356 -9.700 -21.009  0.286
H 38.037 -11.094 -20.513  0.261
O 34.820 -9.025 -23.710  -0.513
H 35.662 -9.460 -23.574  0.247
H 34.844 -8.736 -24.622  0.256
O 32.738 -5.531 -27.723  -0.668
H 33.654 -5.377 -27.490  0.326
H 32.695 -5.343 -28.661  0.270
O 39.387 -8.506 -25.622  -0.625
H 39.608 -9.430 -25.508  0.308
H 40.070 -8.034 -25.147  0.311
O 35.217 -9.418 -21.054  -0.140
H 35.130 -10.315 -20.732  0.109
H 36.007 -9.086 -20.629  0.110
O 32.523 -7.494 -23.550  0.017
H 32.404 -6.680 -24.039  0.133
H 31.979 -8.132 -24.011  0.193
O 41.381 -2.679 -26.120  -0.648
H 41.315 -2.496 -25.183  0.322
H 40.510 -2.480 -26.465  0.319
O 37.062 -5.639 -17.459  -0.723
H 36.586 -5.934 -18.235  0.435
H 36.805 -6.253 -16.771  0.305
O 40.440 -9.077 -21.600  -0.491
H 41.177 -8.494 -21.784  0.388
H 40.796 -9.958 -21.716  0.230
O 42.263 -7.361 -22.451  -0.696
H 43.028 -6.829 -22.670  0.338
H 41.694 -7.292 -23.218  0.235
O 33.103 -0.648 -24.423  -0.582
H 33.200 -0.963 -23.524  0.284
H 33.039 0.303 -24.338  0.246
O 40.740 -3.654 -20.205  -0.643
H 41.532 -4.141 -19.974  0.268
H 40.042 -4.086 -19.713  0.375
O 35.901 -6.483 -27.925  -0.591
H 35.561 -7.196 -27.385  0.324
H 36.852 -6.582 -27.881  0.286